Below is a structure of composition C10H28N2O12Zn at a distorted geometry, with properties calculated with ωB97M-V with the def2-TZVPD basis set.

Each line ends with the Mulliken charge.
Cartesian coordinates (Å):
Zn: -4.9144 -21.2335 1.7106  0.885
C: -6.6925 -22.6277 2.8661  1.243
O: -5.9824 -21.7342 3.3862  -0.901
O: -7.7139 -23.1632 3.2877  0.249
O: -6.1734 -22.7942 1.7101  -1.068
C: -5.3344 -25.2662 -0.5033  0.516
O: -4.9882 -26.0520 -1.4187  -0.732
N: -4.6902 -25.1881 0.6491  -0.313
N: -6.2454 -24.3295 -0.6808  -0.297
H: -5.0348 -24.3909 1.1647  0.297
H: -3.8484 -25.7342 0.7639  0.189
H: -6.6650 -24.4235 -1.5947  0.143
H: -6.5743 -23.6730 0.0128  0.292
C: -9.4415 -20.2019 3.0787  -0.058
C: -10.1121 -19.0735 3.7832  -0.579
O: -11.5285 -19.1322 3.4766  -0.512
O: -9.9980 -21.5261 3.1967  -0.580
H: -8.3742 -20.1503 3.2942  -0.015
H: -9.3880 -20.1072 1.9941  0.290
H: -9.6629 -18.1086 3.5481  0.337
H: -9.9879 -19.2082 4.8577  0.309
H: -11.8929 -18.3067 3.8042  0.287
H: -9.2692 -22.0631 2.8771  0.276
C: -8.5702 -26.0845 1.3788  -0.054
C: -9.8486 -25.2309 1.2720  -0.413
O: -9.6330 -23.8249 1.4923  -0.504
O: -8.3127 -26.1116 2.8159  -0.557
H: -7.7230 -25.7959 0.7566  -0.162
H: -8.8287 -27.1162 1.1407  0.357
H: -10.5024 -25.3803 2.1313  0.326
H: -10.5052 -25.4660 0.4344  0.372
H: -8.9721 -23.7674 2.1862  0.324
H: -7.6778 -25.3996 2.9233  0.255
C: -5.7042 -20.5990 6.9824  -0.278
C: -4.5543 -21.5396 6.5815  -0.475
O: -5.1518 -22.7443 6.0775  -0.528
O: -6.4321 -20.0522 5.7932  -0.513
H: -5.2901 -19.7353 7.5026  0.357
H: -6.4442 -21.1647 7.5486  0.216
H: -4.0087 -21.7401 7.5036  0.348
H: -3.8144 -21.1497 5.8825  0.196
H: -5.6725 -22.5458 5.2958  0.177
H: -6.1666 -20.5236 5.0001  0.254
C: -8.2722 -24.1891 6.3467  0.583
C: -8.7696 -25.0732 7.5258  -0.950
O: -9.6008 -24.5022 8.5623  -0.512
O: -9.2117 -23.7574 5.4548  -0.598
H: -7.3619 -24.5709 5.8843  0.257
H: -7.9279 -23.3215 6.9095  -0.202
H: -7.8746 -25.5079 7.9707  0.386
H: -9.3818 -25.9009 7.1676  0.328
H: -8.9731 -24.2620 9.2478  0.300
H: -8.6685 -23.4331 4.7327  0.453

Values from the calculation:
HOMO-LUMO gap ... 2.78 eV
HOMO level ... -8.8 eV
Total energy ... -3189.33645 Eh

=====

Below is a structure of composition C10H28N3OPPdS4SbSe2 at a distorted geometry, with properties calculated with ωB97M-V with the def2-TZVPD basis set.

Each line ends with the Mulliken spin population.
Cartesian coordinates (Å):
Pd: 0.1999 -0.7221 -1.1424  0.674
C: 3.0932 -2.8310 -2.3325  -0.003
Se: 2.5385 -2.0988 -0.6222  0.176
C: 3.1687 0.9527 0.2008  0.003
C: 4.3471 0.9343 -0.6839  0.044
Se: 2.1791 2.6126 -2.1527  0.007
C: 2.4134 2.1824 -4.0369  0.004
H: 4.1136 -3.1963 -2.2404  0.008
H: 3.0167 -2.0708 -3.1101  -0.004
H: 2.4171 -3.6345 -2.6142  0.000
H: 3.0598 0.1623 0.9294  -0.003
H: 2.6975 1.8963 0.4384  0.000
H: 5.0332 0.1035 -0.5903  -0.001
H: 4.6974 1.8642 -1.1011  0.001
H: 3.3053 2.6594 -4.4342  -0.001
H: 1.5268 2.4986 -4.5818  -0.001
H: 2.4918 1.0999 -4.1604  -0.008
S: 1.4695 -1.5255 -5.2883  0.160
Sb: -0.0913 -0.8034 -3.7999  0.352
S: 2.7232 0.3791 -1.4651  0.065
S: -0.9472 -2.5241 -2.3177  0.334
S: -1.7567 0.5858 -4.4886  0.178
C: -2.4101 1.0335 -0.8378  0.007
N: -2.2237 -0.0479 0.1399  -0.017
C: -3.3369 -0.9864 0.1515  0.006
P: -1.1745 0.2227 1.3697  0.010
O: 0.1562 0.6794 0.8676  0.003
N: -1.7821 1.4065 2.3658  0.002
C: -0.9361 2.3720 3.0305  -0.001
C: -3.1038 1.2531 2.9343  0.000
N: -1.1959 -1.1877 2.2531  -0.003
C: -0.7897 -2.4346 1.5918  0.001
C: -0.6288 -1.0948 3.5930  0.001
H: -3.2598 1.6631 -0.5459  0.002
H: -2.5834 0.6080 -1.8274  -0.005
H: -1.5104 1.6463 -0.8995  0.011
H: -4.2864 -0.4441 0.2399  0.002
H: -3.2536 -1.6825 0.9815  -0.001
H: -3.3283 -1.5432 -0.7891  0.001
H: 0.0235 2.4215 2.5221  0.001
H: -0.7699 2.1141 4.0861  0.000
H: -1.4022 3.3612 2.9969  0.000
H: -3.6879 0.5413 2.3531  0.000
H: -3.6317 2.2111 2.9271  0.000
H: -3.0676 0.8933 3.9719  0.000
H: -1.1892 -2.4964 0.5805  -0.006
H: -1.1652 -3.2739 2.1813  0.002
H: 0.3002 -2.5099 1.5109  0.001
H: -1.0405 -0.2437 4.1331  0.000
H: 0.4645 -1.0031 3.5705  0.000
H: -0.8833 -2.0032 4.1416  0.000

Values from the calculation:
Net charge ... -1
Expectation value of S² ... 2.015
HOMO-LUMO gap (spin up / spin down) ... 4.87 / 5.99 eV
Spin multiplicity ... 3
HOMO level (spin up / spin down) ... -2.7 / -4.1 eV
Total energy ... -7742.49168 Eh
Relative energy (zero: lowest compared OMol25 entry of this formula, charge and spin) ... 70.47 kcal per mole

=====

Q: What is the formula in the second record?
A: C10H28N3OPPdS4SbSe2

=====

Q: total energy of number 1 (C10H28N2O12Zn)?
A: -3189.33645 Eh